C6H20FeO30S5V3 | ωB97M-V/def2-TZVPD

The geometry in XYZ format:
```
65
Properties=species:S:1:pos:R:3
O -0.004 0.765 4.942
C 3.701 -2.735 0.245
O 0.156 1.339 -0.072
O -3.850 2.000 -3.190
O -3.968 1.477 -0.836
O -0.622 -0.199 -2.375
H 3.384 -3.762 0.062
H 3.667 0.992 2.818
O -5.783 1.604 3.432
O 0.092 2.126 -3.707
O -3.591 -3.270 2.977
C -0.200 -1.421 -3.006
H 3.995 -2.380 -0.745
S -4.137 -1.569 -2.007
Fe -3.631 -0.137 0.186
V 0.537 -2.848 1.300
O -4.130 -3.005 -2.058
H 4.493 -2.765 0.996
V -1.283 1.214 4.083
O 2.246 1.174 -2.367
O 0.655 -3.502 -0.153
H 2.259 2.041 2.513
H -1.364 -0.508 -1.810
H 0.854 -1.313 -3.267
C 4.981 1.549 0.427
O -2.891 -0.998 -1.445
S -4.669 0.737 3.031
H 2.774 -1.007 0.723
O -3.487 -4.053 0.721
O 1.249 -3.781 2.413
O -4.083 3.717 -1.555
H 5.163 1.799 -0.623
H 3.382 1.448 -4.077
O -1.505 -3.301 1.783
O -4.773 -0.565 3.702
C 3.306 1.862 2.265
O 2.673 0.651 0.340
O -4.453 -0.905 -3.253
H 3.856 2.699 2.706
H 2.461 0.862 -1.476
O -4.757 0.560 1.548
O 0.673 3.473 -1.502
H -0.827 -1.649 -3.870
S -3.465 2.435 -1.884
O -0.358 1.180 2.249
O -1.982 2.509 -1.823
O 2.640 -1.968 0.786
H 1.760 0.997 0.363
V 0.004 2.142 -2.093
H 4.090 0.414 -2.937
O 0.091 -0.805 0.953
C 3.112 0.673 -3.359
H 5.491 2.394 0.897
O -3.334 1.328 3.352
O -3.316 -1.756 1.134
H 3.056 2.665 0.385
H 2.696 -0.223 -3.819
C 3.493 1.745 0.782
H -0.290 -2.292 -2.355
H 5.446 0.588 0.637
S -0.491 0.522 0.939
O -4.970 -1.155 -0.838
O -1.904 0.491 0.667
O -1.325 2.796 4.484
S -2.992 -3.097 1.665
```

The calculation puts the HOMO-LUMO gap (alpha / beta) at 4.49 / 4.40 eV. As for the multiplicity: 6. Its energy is -8584.6177 a.u. Its expectation value of S² is 8.76. For the HOMO energy (alpha / beta), the calculation gives 0.0712 / 0.0744 hartree. The net charge is -4.

These are the Mulliken partial charges, in e, on atoms 1 to 5:
1 O -0.649
2 C -0.892
3 O 0.448
4 O -0.690
5 O -0.467